# 1
Formula: C46H62BrCrN3O3PSi2
Source: the Open Molecules 2025 dataset
Level of theory: ωB97M-V/def2-TZVPD

```
! RIJCOSX wB97M-V def2-TZVPD def2/J DEFGRID3
* xyz -1 5
Cr -0.30564 -0.29745 -0.86084
O 3.59203 -1.63556 -0.05441
C 3.27051 -0.41718 0.46195
C 4.27497 0.43679 0.91586
C 5.69271 0.43259 0.91688
C 6.35022 1.52094 1.46354
C 5.64930 2.60795 2.00106
C 4.24083 2.62056 2.00436
C 3.56529 1.54983 1.47032
P 1.78357 1.06437 1.23153
C 1.48567 -0.25522 2.49283
C 0.28981 -0.97025 2.43708
C -0.00307 -1.97454 3.35542
C 0.90008 -2.27661 4.36176
C 2.10260 -1.57831 4.42616
C 2.39250 -0.58544 3.50269
C 1.22252 2.54252 2.37274
C 1.25416 2.59580 3.76782
C 1.09199 3.79548 4.45396
C 0.88583 4.98026 3.75829
C 0.83077 4.94876 2.37078
C 0.99617 3.74394 1.69833
H 6.24054 -0.40320 0.49772
H 7.43564 1.53734 1.48109
H 6.19417 3.44543 2.42055
H 3.71428 3.46793 2.42971
H -0.43448 -0.72387 1.67175
H -0.94385 -2.50932 3.29109
H 0.67310 -3.04313 5.09357
H 2.81691 -1.80987 5.20810
H 3.33877 -0.05787 3.55607
H 1.42875 1.69056 4.33920
H 1.13775 3.80711 5.53803
H 0.76034 5.91512 4.29191
H 0.66100 5.86633 1.81703
H 0.97124 3.72847 0.61075
C -3.22958 1.30468 -1.17878
C -2.03250 0.53984 -0.74010
O -2.07177 -0.26250 0.20927
H -3.77433 1.69657 -0.31869
H -3.87518 0.60336 -1.71595
H -2.95168 2.10740 -1.85788
C -2.15238 -3.54532 -1.36644
Si -1.26668 -2.10789 -2.21506
C -0.11498 -2.98124 -3.42828
C -2.56938 -1.32741 -3.36868
C -2.21385 -0.19485 -4.11251
C -3.10796 0.41054 -4.98388
C -4.39358 -0.09921 -5.12669
C -4.77242 -1.21354 -4.39108
C -3.86838 -1.81472 -3.52103
H -2.56428 -4.21727 -2.12472
H -2.96820 -3.20456 -0.72216
H -1.45104 -4.11532 -0.75234
H -0.66320 -3.73566 -3.99976
H 0.69182 -3.47422 -2.88247
H 0.34001 -2.27943 -4.13460
H -1.21910 0.22730 -3.98850
H -2.80953 1.28656 -5.54830
H -5.09771 0.37593 -5.79929
H -5.77302 -1.61582 -4.49894
H -4.19055 -2.67251 -2.93981
C -2.47796 4.57543 5.13082
C -3.68437 4.22132 4.24427
C -3.57455 5.11173 2.99484
C -4.97168 4.59992 4.99422
Si -3.62972 2.34302 3.80993
Br -1.98496 2.15470 2.27829
C -5.23001 1.73545 2.92671
C -6.37969 1.54491 3.93122
C -5.67783 2.76575 1.87935
C -5.00371 0.40458 2.18984
C -3.10844 1.21817 5.27661
C -3.37731 -0.26161 4.97215
C -3.87047 1.59155 6.56034
C -1.59561 1.33876 5.54278
H -2.47779 5.65358 5.32696
H -1.53486 4.32932 4.63628
H -2.50323 4.06831 6.09415
H -3.50190 6.15665 3.31760
H -4.43761 5.02770 2.33791
H -2.68027 4.88199 2.41568
H -4.92036 5.65379 5.28995
H -5.11402 4.00775 5.90057
H -5.85755 4.47918 4.36920
H -6.61958 2.46769 4.46185
H -6.14715 0.78274 4.67641
H -7.28171 1.22196 3.39880
H -6.02396 3.69179 2.33908
H -6.51151 2.35348 1.30002
H -4.87328 3.01125 1.18246
H -4.87111 -0.43169 2.87266
H -4.13323 0.43289 1.53543
H -5.88300 0.18607 1.57176
H -4.44153 -0.49146 4.91310
H -2.95546 -0.86797 5.78177
H -2.89740 -0.57338 4.04261
H -4.95353 1.51544 6.43574
H -3.64123 2.60332 6.89388
H -3.57771 0.90701 7.36420
H -1.00829 0.98860 4.69370
H -1.33508 0.71303 6.40465
H -1.27954 2.35708 5.76220
C 2.59863 -0.02271 -4.48530
N 2.64184 -0.74314 -3.22770
C 3.27532 -1.98433 -3.15613
C 3.21273 -2.73896 -2.07164
C 2.52446 -2.20633 -0.84367
N 1.57264 -1.18977 -1.17773
C 1.70855 -0.46297 -2.26702
O 0.85937 0.47976 -2.44079
N 1.85833 -3.25445 -0.10510
H 3.60245 0.03231 -4.90507
H 2.22772 0.97967 -4.29786
H 1.93232 -0.50625 -5.20704
H 3.79187 -2.28622 -4.05754
H 3.70263 -3.70096 -2.01893
H 2.55701 -3.78740 0.40140
H 1.26062 -2.81336 0.58973
*
```

Energy relative to the best compared isomer or geometry (same formula, charge and spin), kcal/mol: 25.7
Maximum force, eV/A: 1.462
HOMO (spin up / spin down), Eh: -0.087 / -0.136

---

# 2
Formula: C5H7N2O
Source: the Open Molecules 2025 dataset
Level of theory: ωB97M-V/def2-TZVPD

```
! RIJCOSX wB97M-V def2-TZVPD def2/J DEFGRID3
* xyz 1 1
C 1.84116 -2.11743 0.36252
N 1.40602 -1.00966 0.04285
N 1.17807 0.09396 -0.23925
C -0.01807 0.79655 -0.58152
C -0.23696 1.76506 0.59292
C -1.19175 -0.06967 -0.91697
C -2.13631 -0.43276 -0.09369
O -2.96808 -0.78508 0.61592
H 2.19620 -2.81344 -0.38870
H 1.83362 -2.44414 1.39222
H 0.28037 1.39543 -1.45318
H 0.66292 2.34263 0.78208
H -1.04027 2.44721 0.33075
H -0.51240 1.22406 1.49497
H -1.29453 -0.39271 -1.94091
*
```

Energy relative to the best compared isomer or geometry (same formula, charge and spin), kcal/mol: 71.3
Maximum force, eV/A: 2.164
SMILES: C=[N+]=N[C@H](C)C=C=O
HOMO, Eh: -0.500

---

# 3
Formula: C25H17F9MnNO6S
Source: the Open Molecules 2025 dataset
Level of theory: ωB97M-V/def2-TZVPD

```
! RIJCOSX wB97M-V def2-TZVPD def2/J DEFGRID3
* xyz 0 5
Mn -0.38172 -0.05195 -0.00467
O 1.66254 1.85030 6.47050
C 1.61777 2.54740 5.44969
O 2.11316 3.64171 5.13788
C 0.83029 1.87830 4.27416
C 0.46015 0.54453 4.34355
C 0.01406 -0.09311 3.20082
N -0.08616 0.54103 2.02866
C 0.17609 1.86638 1.98707
C 0.62635 2.56654 3.08084
C 0.03518 2.54194 0.64702
O 0.22704 3.70598 0.47547
O -0.30400 1.71350 -0.36585
H 0.59703 0.02355 5.28281
H -0.23201 -1.14903 3.19832
H 0.89984 3.61153 3.01976
O 1.45442 -0.48864 -0.32720
S 2.62158 0.52487 -0.12281
C 3.56958 -0.15898 1.27071
C 4.40614 0.91774 1.89689
C 5.59492 1.32699 1.29586
C 6.33848 2.35614 1.85328
C 5.89956 2.98153 3.01381
C 4.72451 2.56886 3.62670
C 3.98629 1.53657 3.06794
C 3.69728 0.18009 -1.54994
C 4.18100 -1.22989 -1.66199
C 3.32048 -2.23798 -2.09047
C 3.76613 -3.54859 -2.16439
C 5.07284 -3.86185 -1.81637
C 5.93906 -2.86027 -1.40286
C 5.49363 -1.54937 -1.32464
H 4.15709 -0.99530 0.89104
H 2.79973 -0.54426 1.94064
H 5.95075 0.83200 0.39811
H 7.26095 2.67068 1.38227
H 6.47638 3.79026 3.44255
H 4.36549 3.04590 4.53102
H 3.07830 1.20986 3.55670
H 4.51252 0.89933 -1.44272
H 3.08913 0.49569 -2.39872
H 2.30491 -1.99241 -2.37311
H 3.09392 -4.32671 -2.50148
H 5.41815 -4.88568 -1.87559
H 6.96240 -3.09760 -1.14381
H 6.17592 -0.76741 -1.01091
F -3.60175 -2.34633 1.27453
C -3.93724 -1.05699 1.21394
F -5.25712 -0.96131 1.34138
F -3.36775 -0.45412 2.25918
C -3.41597 -0.42590 -0.11565
O -2.06939 -0.64912 -0.18355
C -4.07523 -1.11926 -1.34823
F -3.83997 -2.43133 -1.32239
F -3.54995 -0.64585 -2.47870
F -5.39134 -0.93204 -1.38861
C -3.70071 1.10738 -0.13829
F -4.99696 1.37789 -0.01539
F -3.26180 1.64086 -1.27582
F -3.05285 1.70615 0.86474
*
```

Energy relative to the best compared isomer or geometry (same formula, charge and spin), kcal/mol: 12.1
Maximum force, eV/A: 0.409
HOMO (spin up / spin down), Eh: -0.305 / -0.305

---

# 4
Formula: C23H26Cl37N4O2S
Source: the Open Molecules 2025 dataset
Level of theory: ωB97M-V/def2-TZVPD

```
! RIJCOSX wB97M-V def2-TZVPD def2/J DEFGRID3
* xyz 1 1
C 0.21296 1.51799 4.39938
C 1.00602 1.99154 3.04595
O 1.15417 3.32697 2.82261
O 1.54957 1.10871 1.99339
C 0.32706 0.45116 1.42237
C 0.74052 -0.40778 0.08983
C -0.51266 -0.95140 -0.81231
C -1.98525 -0.87138 -0.06574
C -2.10532 -1.91436 1.23654
C -1.83756 -3.47558 0.83757
C -1.92048 -4.44530 2.20285
Cl -1.64240 -6.27408 2.16184
C -2.24687 -3.51620 3.50543
N -2.29858 -4.31000 4.83225
N -2.50256 -2.07534 3.66363
N -2.43107 -1.29619 2.54891
N -2.65301 0.08494 2.76479
C -4.01748 0.14420 3.07497
S -5.57065 0.21082 3.83861
H 0.91593 1.26907 5.31928
H -0.52905 0.62856 4.23371
H -0.44116 2.44626 4.74874
H 0.01472 -0.35079 2.24953
H -0.56670 1.19196 1.27596
H 1.36671 0.32965 -0.60959
H 1.45245 -1.32414 0.29117
H -0.59097 -0.23124 -1.75911
H -0.27610 -2.02522 -1.26786
H -2.75872 -1.31600 -0.85996
H -2.35591 0.20999 0.16471
H -1.57945 -3.89370 -0.23596
H -1.88133 -3.65512 5.55847
H -1.60443 -5.10611 4.78104
C 5.23955 1.61835 1.05745
Cl 5.36785 3.24040 0.35593
Cl 4.29046 0.55754 0.00221
Cl 6.84921 0.93451 1.34183
H 4.72471 1.69842 2.01828
C -4.71651 4.29205 3.44896
Cl -5.22618 3.33918 2.04471
Cl -5.87374 4.10881 4.77819
Cl -3.09142 3.81387 3.96852
H -4.68928 5.34548 3.15881
C 1.44060 1.06136 -4.55602
Cl 1.09519 -0.32968 -5.59781
Cl -0.04818 1.66132 -3.80554
Cl 2.63175 0.63014 -3.31718
H 1.86019 1.85898 -5.17440
C 1.23029 4.81924 -6.43819
Cl 2.47611 3.89113 -5.58604
Cl 1.89262 5.53952 -7.91540
Cl -0.16142 3.79032 -6.81764
H 0.89334 5.62632 -5.78265
C 4.89651 -2.83061 -3.94484
Cl 5.20246 -1.64496 -2.66411
Cl 6.30544 -3.88141 -4.16920
Cl 3.45624 -3.79254 -3.57086
H 4.71733 -2.29084 -4.87821
C -6.15859 -2.63261 0.53816
Cl -6.47906 -3.98827 1.63320
Cl -7.26691 -1.29032 0.86904
Cl -4.47505 -2.09973 0.68403
H -6.32486 -2.97168 -0.48753
C 4.28102 5.76989 2.97684
Cl 5.30389 7.14046 2.51326
Cl 4.96728 4.92683 4.37609
Cl 2.63165 6.31484 3.32630
H 4.24207 5.07005 2.13818
C -7.14318 -2.50393 -3.87236
Cl -7.51039 -1.00678 -4.74605
Cl -6.25005 -3.62743 -4.91144
Cl -6.22350 -2.15459 -2.39870
H -8.08657 -2.97571 -3.58586
C 6.39556 2.41309 -5.99614
Cl 8.04295 1.79370 -5.79098
Cl 5.26456 1.52824 -4.95812
Cl 6.33523 4.14865 -5.64439
H 6.09799 2.26209 -7.03695
C -9.74662 3.15430 4.34986
Cl -9.44067 4.33995 5.63058
Cl -8.33769 2.10350 4.12550
Cl -11.18689 2.19237 4.72383
H -9.92580 3.69408 3.41649
C 0.88245 -8.30092 -0.39154
Cl 1.01075 -6.67887 -1.09307
Cl -0.06663 -9.36173 -1.44679
Cl 2.49211 -8.98476 -0.10717
H 0.36762 -8.22085 0.56928
C 10.31001 -0.18209 -1.00221
Cl 9.25001 -1.20285 -0.01526
Cl 9.42743 0.46831 -2.39420
Cl 10.99126 1.13198 -0.02822
H 11.13310 -0.79799 -1.37348
*
```

Maximum force, eV/A: 9.089
HOMO, Eh: -0.441

---

# 5
Formula: C3H5O5PS
Source: the Open Molecules 2025 dataset
Level of theory: ωB97M-V/def2-TZVPD

```
! RIJCOSX wB97M-V def2-TZVPD def2/J DEFGRID3
* xyz -2 1
C 2.68375 -0.33348 -1.21617
C -2.38160 -0.03971 0.72812
C -1.36530 0.39322 -0.42243
O 2.92815 -1.44080 -1.69708
O 2.81482 -0.37866 1.56780
O 2.96875 0.78416 -1.60025
O 0.81729 -1.60914 0.53194
O 0.83767 1.45351 0.71155
P 1.83034 -0.50692 0.48696
S -0.30301 1.89309 -0.25919
H -1.87589 -0.43023 1.59496
H -3.03114 0.68896 1.04702
H -3.04543 -0.75976 0.27949
H -2.13262 0.70745 -1.17320
H -0.74576 -0.42169 -0.57952
*
```

Energy relative to the best compared isomer or geometry (same formula, charge and spin), kcal/mol: 0.0
Maximum force, eV/A: 4.377
HOMO, Eh: 0.005

---

# 6
Formula: C4H12N2O
Source: the Open Molecules 2025 dataset
Level of theory: ωB97M-V/def2-TZVPD

```
! RIJCOSX wB97M-V def2-TZVPD def2/J DEFGRID3
* xyz 1 2
N 0.70132 1.43386 -2.93245
C -0.01532 1.33133 -1.66217
C 0.45424 0.09026 -0.80691
N 0.09866 0.02099 0.55846
C -1.01172 -0.70775 1.11054
C -0.65166 -1.52048 2.37280
O 0.82873 -1.73130 2.48691
H 1.10974 -1.27077 1.69649
H 0.55475 2.26371 -3.49412
H 1.65847 1.38219 -2.59801
H -1.10009 1.28332 -1.79490
H 0.20490 2.19412 -1.02336
H 0.20123 -0.83117 -1.38293
H 1.52699 0.23682 -0.88580
H 0.43353 0.88264 0.98619
H -1.92324 -0.10145 1.25961
H -1.22829 -1.49014 0.38109
H -1.10110 -2.50187 2.40689
H -0.74117 -0.96430 3.32168
*
```

Energy relative to the best compared isomer or geometry (same formula, charge and spin), kcal/mol: 53.5
Maximum force, eV/A: 3.726
HOMO (spin up / spin down), Eh: -0.516 / -0.511

---

# 7
Formula: C5H7NS2
Source: the Open Molecules 2025 dataset
Level of theory: ωB97M-V/def2-TZVPD

```
! RIJCOSX wB97M-V def2-TZVPD def2/J DEFGRID3
* xyz 0 1
C 0.30422 -0.50523 -0.08478
C 0.11466 0.58883 0.57252
C -1.61601 -0.20516 -1.76077
C 1.09842 -1.71453 -0.20758
C 0.85848 1.13354 1.76398
N -1.90221 0.96694 -1.29521
S -2.09022 -1.24758 -2.85889
S -1.20182 1.74854 0.07387
H 1.55941 -1.98496 0.74900
H 1.89359 -1.56686 -0.93973
H 0.47809 -2.55042 -0.53402
H 1.51323 1.95140 1.47177
H 1.46744 0.33720 2.18905
H 0.17100 1.49650 2.52715
H -2.64828 1.55180 -1.66637
*
```

Energy relative to the best compared isomer or geometry (same formula, charge and spin), kcal/mol: 90.3
Maximum force, eV/A: 3.305
HOMO, Eh: -0.270